1.
Computed, not measured: a molecular structure, C4H7N3O, with ωB97M-V with the def2-TZVPD basis set.

```
15
Properties=species:S:1:pos:R:3:forces:R:3:mulliken_charge:R:1
C 2.55637 -0.69882 -0.00497 2.614 4.662 2.700 -0.227
C -0.18803 1.12417 -0.12969 -1.192 -3.069 -2.680 0.520
C -1.86610 -0.18422 0.88465 3.607 -1.546 -0.810 -0.253
C -1.53847 -0.73927 -0.49298 -3.358 -2.838 -2.699 -0.249
H 1.80678 -1.62223 -1.18083 2.475 2.283 3.548 0.282
H 3.67462 -0.53891 0.80314 -2.683 -1.819 -3.047 0.273
H 1.32207 2.12517 -0.16481 -3.930 1.529 -0.404 0.390
H -1.09804 -0.37259 1.68062 -0.855 0.448 -0.789 0.162
H -2.84526 -0.05454 1.16386 -2.101 -0.093 0.683 0.267
H -0.59041 -1.12719 -0.96163 -1.608 -0.252 1.511 0.198
H -2.55060 -1.33205 -1.18744 2.915 2.510 2.106 0.162
N 1.99008 0.49615 0.37116 0.252 -8.850 -3.737 -0.390
N 0.12507 2.29708 -0.25248 5.466 1.072 1.027 -0.567
N -1.50737 0.67046 -0.25962 -0.632 0.491 0.469 -0.367
O 0.70931 -0.04321 -0.26899 -0.970 5.472 2.122 -0.199
```
Forces are in eV/Å.

The HOMO energy is -0.3470 Ha. The max |F| is 9.61 eV/A. The value obtained for the relative energy (zero: lowest compared OMol25 entry of this formula, charge and spin) is 273.22 kcal per mole. The molecular weight comes out at 113.120 g/mol. The calculated total energy is -10767.899 eV.


2.
Computed, not measured: C4H7N3O in the gas phase, with ωB97M-V with the def2-TZVPD basis set.

```
15
Properties=species:S:1:pos:R:3:forces:R:3:mulliken_charge:R:1
C -0.48633 -0.79794 1.07487 1.039 -0.138 -0.218 -0.651
C 0.42483 -0.34843 0.08789 0.158 -0.310 0.300 1.315
C -2.56374 0.34353 0.69652 -2.520 0.788 -3.188 0.203
C 1.80121 -0.97402 0.13875 -0.313 0.163 -0.264 -1.405
N -3.16828 1.41479 0.74439 0.537 0.440 1.109 -0.449
N 0.06725 0.54334 -0.77546 -0.710 0.508 -0.099 -0.243
N 0.91237 0.91586 -1.79060 0.056 -0.107 0.144 -0.613
O -1.72461 -0.34964 1.27014 1.405 -0.802 2.131 -0.209
H -0.25402 -1.63657 1.70945 -0.113 0.067 0.051 0.284
H 1.95579 -1.60199 -0.73642 0.076 -0.081 -0.095 0.318
H 1.92717 -1.57624 1.03234 0.051 -0.022 0.061 0.343
H 2.56441 -0.19582 0.12778 0.109 -0.002 0.100 0.357
H -3.97768 1.54805 0.14929 0.241 -0.295 -0.156 0.297
H 1.90857 0.90035 -1.57837 -0.173 -0.002 0.016 0.196
H 0.61305 1.81472 -2.15057 0.157 -0.208 0.109 0.257
```
Forces are in eV/Å.

The HOMO energy (spin up / spin down) is -0.2482 / -0.2637 Ha. The max |F| is 4.14 eV/A. The value obtained for the relative energy (zero: lowest compared OMol25 entry of this formula, charge and spin) is 126.66 kcal per mole. The molecular weight comes out at 113.120 g/mol. The calculated total energy is -10774.255 eV.